[1]
Below is a structure of composition C28H34BrMgN2O2Sb2, with properties calculated with ωB97M-V with the def2-TZVPD basis set.

Geometry as XYZ:
```
70
Properties=species:S:1:pos:R:3:forces:R:3
Mg 0.11801 -0.59636 -0.11609 -0.592 -0.047 0.075
O 4.34578 -0.19493 -3.28715 -2.242 -0.065 1.233
C 3.18104 0.38903 -3.81036 1.981 -0.011 -1.461
C 3.26702 1.21314 -4.95191 -0.322 0.118 0.964
C 2.10279 1.76520 -5.41339 -1.607 -0.180 0.780
C 0.85277 1.48144 -4.81126 0.150 -0.314 -0.536
C 0.80358 0.54841 -3.78055 -0.247 0.752 0.196
C 1.97035 0.03893 -3.24519 2.009 -0.493 0.245
C 2.05942 -0.92805 -2.07404 -1.013 -0.523 0.188
O 0.78695 -1.22693 -1.71649 -0.463 -0.483 0.408
N 2.78515 -0.30346 -0.89074 0.049 -0.368 -0.520
N 2.08782 -0.31536 0.25040 2.484 1.269 2.023
C 2.76943 -0.01844 1.33720 -0.572 -0.308 -1.771
C 2.14897 0.16653 2.59840 -0.176 -0.036 0.983
Br 0.21685 -0.04537 2.67704 0.578 -0.070 0.040
C 2.79591 0.46053 3.72624 -1.228 -0.516 1.159
C 4.22605 0.70019 3.93245 1.496 0.706 0.125
C 5.17842 -0.30157 3.94012 1.007 -1.698 0.593
C 6.54656 -0.04104 4.28035 -1.164 -0.283 -0.516
C 6.97911 1.24232 4.54578 -1.328 -0.451 -0.530
C 6.02921 2.26472 4.49984 0.463 0.905 0.449
C 4.69216 1.99536 4.25757 -0.038 -0.390 -0.248
H 5.11130 -0.06310 -3.80926 0.890 0.484 -1.081
H 4.16484 1.59485 -5.42726 0.320 -0.609 0.321
H 2.16131 2.44944 -6.21879 -0.098 0.563 -0.723
H -0.09008 1.91349 -5.18957 0.735 -0.193 0.145
H -0.13178 0.27537 -3.30720 0.023 -0.086 -0.208
H 2.62603 -1.86496 -2.25688 -0.052 0.578 -0.541
H 3.77132 -0.53697 -0.75493 -0.336 0.208 -0.503
H 3.86322 0.15155 1.33995 -0.631 -0.131 -0.255
H 2.20959 0.42726 4.66424 0.188 0.402 -0.603
H 4.87129 -1.38285 3.84708 0.319 1.313 -0.199
H 7.26571 -0.85284 4.30758 -0.238 -0.059 0.005
H 8.00385 1.40255 4.76845 0.672 0.366 0.187
H 6.37316 3.30356 4.70848 -0.542 -0.878 -0.166
H 3.96912 2.77950 4.32781 -0.250 0.517 -0.084
C -1.67231 -3.76623 1.59548 -0.379 -1.018 0.098
Sb -2.16726 -2.07105 0.47782 -0.835 0.469 0.234
C -3.36697 -2.79826 -1.09588 -0.957 -1.796 0.319
C -3.82867 -1.32195 1.70788 -0.016 -1.888 0.940
C -4.81546 -0.63289 0.83617 -0.110 1.042 -0.036
C -5.99828 -1.24350 0.46371 -1.290 -1.107 0.307
C -6.97898 -0.56873 -0.24674 -0.717 -0.761 -0.234
C -6.81118 0.72389 -0.64920 1.156 -0.628 0.190
C -5.58626 1.30558 -0.40657 0.072 1.758 -0.022
C -4.60856 0.66974 0.34528 0.990 0.340 0.594
C -3.30327 1.39332 0.68626 -1.524 1.058 -0.586
Sb -2.44371 2.32638 -1.07793 -0.525 -0.043 -0.461
C -2.73439 0.64517 -2.41896 -1.704 -0.929 0.079
C -0.41102 1.94125 -0.52429 -0.026 -0.776 -0.972
H -1.72259 -3.55109 2.65865 0.192 0.246 0.110
H -0.66647 -4.14265 1.34235 -0.666 -0.076 0.062
H -2.50014 -4.49087 1.41786 0.906 0.173 -0.062
H -3.89591 -3.79185 -0.79983 0.676 1.914 -0.263
H -2.75045 -3.07148 -1.94024 0.192 0.214 -0.314
H -4.08654 -2.00758 -1.36037 0.225 -0.499 0.049
H -3.38679 -0.84669 2.59902 -0.284 0.640 -0.675
H -4.36034 -2.19426 2.20119 0.758 0.533 -0.891
H -6.30752 -2.25809 0.77503 0.747 0.485 0.021
H -7.92509 -1.03299 -0.54510 0.452 -0.221 0.443
H -7.59957 1.14728 -1.18989 -0.783 1.081 -0.708
H -5.42971 2.35995 -0.74166 0.034 -0.940 0.279
H -2.57837 0.73460 1.05130 1.040 -1.103 0.649
H -3.42990 2.17048 1.46610 -0.108 -0.284 -0.469
H -3.82212 0.31104 -2.35064 1.049 0.940 -0.214
H -2.26681 -0.32174 -2.28275 0.811 -0.083 0.579
H -2.51802 0.88305 -3.45483 -0.119 0.436 -0.113
H 0.18925 2.78567 -0.80712 0.401 0.448 0.376
H -0.01499 1.16009 -1.18710 -0.053 0.099 -0.217
H -0.31386 1.66333 0.50709 0.172 0.291 0.734
```
Forces are in eV/Å.

- net charge = +1
- Kohn-Sham gap (eV) = 7.770
- E (eV) = -125217.82503
- energy relative to the best compared isomer or geometry (same formula, charge and spin) (kJ/mol) = 36.0
- E_LUMO (Eh) = -0.1083
- HOMO (eV) = -10.72

---

[2]
Below is a cluster of 2 separate species, C7H7F2IO in total, with properties calculated with ωB97M-V with the def2-TZVPD basis set.

Geometry as XYZ:
```
18
Properties=species:S:1:pos:R:3:forces:R:3
I 3.16080 -0.95447 0.23059 -1.331 0.542 -0.358
C 0.95690 -0.75194 -0.08873 2.329 -2.264 -0.168
C 0.51073 -1.01369 -1.39976 0.324 0.640 0.853
C -0.79006 -1.31510 -1.53811 -1.559 0.200 2.179
C -1.64840 -1.35998 -0.35622 -0.598 0.013 -5.591
C -1.14010 -1.35121 0.84096 0.060 0.733 5.372
C 0.22858 -1.02670 1.02555 0.763 -1.431 0.605
H 1.13152 -0.95918 -2.25756 0.740 0.015 -0.441
H -1.19785 -1.54551 -2.48383 -0.489 -0.038 -0.914
H -2.69487 -1.36489 -0.61735 -0.293 -0.513 0.546
H -1.83630 -1.48962 1.75848 1.398 0.211 -1.586
H 0.84867 -1.30343 1.91498 -1.256 0.811 -0.402
O 0.72702 1.62204 -0.17755 0.591 2.501 -4.463
C 0.30089 2.44653 0.80494 0.325 -2.105 3.062
F 0.96366 3.57293 0.85849 0.661 2.334 -0.833
F -1.04112 2.71290 0.84556 0.288 0.072 -0.945
H 0.98548 2.08926 -1.19758 -1.439 -1.458 4.773
H 0.53444 1.99206 1.83715 -0.513 -0.262 -1.688
```
Forces are in eV/Å.

- SMILES = Ic1ccccc1.OC(F)F
- Kohn-Sham gap (eV) = 9.092
- E (eV) = -22953.46878
- energy relative to the best compared isomer or geometry (same formula, charge and spin) (kJ/mol) = 26.2
- E_LUMO (Eh) = 0.0090
- HOMO (eV) = -8.85

---

[3]
Below is a cluster of 2 separate species, C5H14 in total, with properties calculated with ωB97M-V with the def2-TZVPD basis set.

Geometry as XYZ:
```
19
Properties=species:S:1:pos:R:3:forces:R:3
C -0.80600 2.39083 2.06623 -1.314 0.545 0.101
C -0.35184 1.70876 0.79760 1.430 -0.131 -0.896
C -0.06297 0.22110 1.03762 -0.692 -0.541 0.040
H -0.07752 2.27613 2.87114 -0.034 0.168 -0.077
H -1.77757 2.01870 2.43198 0.383 -0.439 -0.081
H -1.07048 3.44847 1.90255 0.695 -0.141 0.034
H -0.96417 1.91397 -0.08223 -0.517 -0.209 0.301
H 0.61606 2.15515 0.49251 -0.312 -0.019 0.186
H -0.88804 -0.22024 1.60597 -0.010 0.026 0.090
H 0.07678 -0.49770 0.19099 -0.263 1.621 0.643
H 0.81233 0.17228 1.67807 0.210 -0.274 0.075
C 0.89527 -2.30286 -1.26926 -0.298 0.248 -0.101
C 0.20299 -1.65401 -2.48115 1.375 0.474 0.144
H 0.25843 -3.11221 -0.85232 0.593 0.198 -0.366
H 1.89533 -2.68711 -1.62832 -0.955 0.408 1.062
H 0.88642 -1.51200 -0.47302 1.209 -1.360 -0.883
H 0.08561 -2.41649 -3.27134 -0.841 0.661 0.307
H -0.61377 -1.01786 -2.12443 -0.648 -0.817 -0.570
H 0.88314 -0.88491 -2.89261 -0.011 -0.419 -0.009
```
Forces are in eV/Å.

- SMILES = CCC.CC
- Kohn-Sham gap (eV) = 12.295
- E (eV) = -5411.25170
- energy relative to the best compared isomer or geometry (same formula, charge and spin) (kJ/mol) = 77.0
- E_LUMO (Eh) = 0.0416
- HOMO (eV) = -11.16

---

[4]
Below is an isolated molecule of C7H4O, with properties calculated with ωB97M-V with the def2-TZVPD basis set.

Geometry as XYZ:
```
12
Properties=species:S:1:pos:R:3:forces:R:3
C -0.60606 0.06974 -3.23502 0.621 -0.125 0.659
C -0.01331 0.05325 -2.18427 -1.188 0.208 -0.404
C 0.68993 0.17226 -0.96997 1.985 -0.210 1.906
C 0.23113 0.04929 0.34408 1.840 0.724 -2.884
C 1.05426 0.22300 1.50984 -0.220 -0.684 -1.225
C 1.81544 0.24560 2.43090 0.611 0.653 1.755
C -1.17977 -0.19098 0.47184 -0.518 -0.187 2.957
O -1.66037 -0.58246 1.51815 -0.151 -0.037 -0.672
H -1.05362 0.06708 -4.19152 -0.215 -0.020 -0.243
H 1.79281 0.30503 -1.18904 -1.252 -0.008 0.744
H 2.36641 0.41691 3.36686 -0.476 -0.349 -1.174
H -1.77237 0.13770 -0.33589 -1.036 0.034 -1.420
```
Forces are in eV/Å.

- SMILES = C#C/C=C(/C#C)C=O
- Kohn-Sham gap (eV) = 8.361
- E (eV) = -9366.13280
- energy relative to the best compared isomer or geometry (same formula, charge and spin) (kJ/mol) = 74.8
- E_LUMO (Eh) = -0.0337
- HOMO (eV) = -9.28

---

[5]
Below is a cluster of 2 separate species, C2H10NO in total, with properties calculated with ωB97M-V with the def2-TZVPD basis set.

Geometry as XYZ:
```
14
Properties=species:S:1:pos:R:3:forces:R:3
C -0.11496 -0.34024 -0.66975 0.634 -0.599 0.412
O -0.68775 -0.48228 0.67926 0.948 0.057 -0.541
C -0.41850 -1.59212 -1.47348 -0.336 0.797 -0.548
H -0.46719 0.63617 -1.03479 -0.141 -0.630 -0.278
H 0.98179 -0.32440 -0.58180 -0.061 0.500 0.118
H -0.24004 -1.28282 1.00173 -0.518 0.169 0.352
H -1.50557 -1.70593 -1.41714 0.236 -0.592 -0.172
H -0.13285 -1.42116 -2.52790 -0.126 -0.217 0.460
H 0.15812 -2.45978 -1.08984 -0.583 0.485 -0.152
N 0.47904 1.80311 1.43127 0.947 0.748 0.416
H 1.41536 1.71024 0.96296 -0.895 0.226 0.833
H -0.07199 0.94087 1.15974 -0.337 -0.357 0.268
H 0.56727 1.84699 2.48650 0.022 0.018 -1.554
H 0.03726 2.67134 1.07324 0.211 -0.606 0.385
```
Forces are in eV/Å.

- net charge = +1
- Kohn-Sham gap (eV) = 11.375
- E (eV) = -5766.93232
- energy relative to the best compared isomer or geometry (same formula, charge and spin) (kJ/mol) = 72.4
- E_LUMO (Eh) = -0.1447
- HOMO (eV) = -15.31

---

[6]
Below is a cluster of 2 separate species, C6H16 in total, with properties calculated with ωB97M-V with the def2-TZVPD basis set.

Geometry as XYZ:
```
22
Properties=species:S:1:pos:R:3:forces:R:3
C 0.43100 0.60569 3.20974 -0.661 4.038 0.016
C 1.48388 1.44932 2.36836 -0.589 -2.512 -1.325
H -0.36770 1.39248 3.38884 0.521 -0.812 -0.097
H -0.09471 -0.08966 2.60214 -0.034 -1.212 -0.166
H 0.63474 0.35040 4.25740 0.644 -0.629 -0.758
H 1.02790 2.16033 1.69112 -0.605 0.410 0.271
H 2.06095 0.84043 1.62675 -0.232 -0.117 0.802
H 2.21670 1.95081 2.91671 0.923 0.809 1.190
C -0.53949 -0.40288 -1.04830 -1.135 -1.404 2.676
C 0.80130 0.21091 -1.66118 0.042 2.032 -3.957
C -1.62489 -0.07471 -2.20889 1.000 -1.234 0.186
C -0.62477 -1.91530 -0.85060 -0.844 0.577 0.357
H -0.63528 0.07314 0.03989 0.415 -0.742 -2.232
H 0.64361 0.42356 -2.85423 0.620 -0.505 3.071
H 1.70713 -0.45268 -1.59276 -1.228 -0.022 0.499
H -1.54950 0.82524 -2.70985 0.982 1.883 -0.869
H -1.60345 -0.90146 -2.87623 0.353 -0.434 -0.981
H -2.64897 -0.09176 -1.91246 -0.903 -0.303 1.911
H -0.90251 -2.39975 -1.79530 0.102 -0.199 0.589
H 0.36001 -2.31290 -0.49108 -0.242 0.463 -0.040
H -1.31250 -2.17571 0.00909 0.540 0.013 -0.931
H 0.90136 1.16935 -1.15484 0.332 -0.099 -0.212
```
Forces are in eV/Å.

- net charge = +1
- <S²> = 0.753
- spin multiplicity = 2
- Kohn-Sham gap (spin up / spin down) (eV) = 11.378 / 3.693
- E (eV) = -6469.12647
- energy relative to the best compared isomer or geometry (same formula, charge and spin) (kJ/mol) = 167.9
- E_LUMO (spin up / spin down) (Eh) = -0.1056 / -0.3880
- HOMO (spin up / spin down) (eV) = -14.25 / -14.25

---

Which of these has the lowest energy relative to the best compared isomer or geometry (same formula, charge and spin)?
C7H7F2IO

---

Look up the energy relative to the best compared isomer or geometry (same formula, charge and spin) of the third one.
77.0 kJ/mol

---

energy relative to the best compared isomer or geometry (same formula, charge and spin) of number 5 (C2H10NO)?
72.4 kJ/mol